{"formula": "C23H41Br2N17O7", "method": "ωB97M-V/def2-TZVPD", "lumo_energy_ev": -0.33, "orbital_gap_ha": 0.312, "charge": 0, "max_force_ha_per_bohr": 0.0103, "total_energy_ha": -7506.9193, "elements": ["C", "C", "C", "Br", "C", "C", "N", "C", "C", "C", "C", "C", "C", "C", "N", "C", "C", "Br", "C", "C", "N", "H", "H", "H", "H", "H", "H", "H", "H", "H", "H", "H", "H", "H", "N", "C", "N", "O", "H", "H", "H", "H", "N", "C", "N", "O", "H", "H", "H", "H", "N", "C", "N", "O", "H", "H", "H", "H", "N", "C", "N", "O", "H", "H", "H", "H", "N", "C", "N", "O", "H", "H", "H", "H", "N", "C", "N", "O", "H", "H", "H", "H", "N", "C", "N", "O", "H", "H", "H", "H"], "positions_angstrom": [[2.43, 3.38, 1.50], [1.19, 2.59, 1.08], [1.27, 1.06, 1.18], [2.55, 0.48, 2.58], [-0.05, 0.37, 1.44], [-1.29, 1.04, 1.16], [-2.45, 0.48, 1.31], [-2.46, -0.79, 1.79], [-3.69, -1.48, 2.00], [-5.00, -0.81, 1.87], [-6.06, -1.47, 1.27], [-7.30, -0.85, 1.22], [-7.44, 0.41, 1.78], [-6.32, 0.99, 2.36], [-5.13, 0.40, 2.42], [-3.66, -2.79, 2.38], [-2.44, -3.46, 2.57], [-2.49, -5.27, 3.09], [-1.25, -2.83, 2.40], [-1.25, -1.48, 2.00], [-0.04, -0.87, 1.82], [3.35, 2.97, 1.07], [2.53, 3.42, 2.58], [2.32, 4.41, 1.15], [0.35, 2.96, 1.66], [1.02, 2.82, 0.03], [1.68, 0.64, 0.26], [-1.27, 2.04, 0.74], [-5.93, -2.46, 0.84], [-8.14, -1.36, 0.76], [-8.39, 0.92, 1.77], [-6.40, 1.97, 2.81], [-4.59, -3.32, 2.53], [-0.31, -3.33, 2.57], [-2.48, 3.20, -3.34], [-2.00, 2.37, -2.38], [-2.43, 1.07, -2.46], [-1.25, 2.75, -1.50], [-3.12, 2.91, -4.06], [-2.23, 4.18, -3.30], [-2.11, 0.44, -1.75], [-3.05, 0.73, -3.16], [1.50, -2.18, -0.83], [2.27, -1.85, -1.91], [2.02, -2.57, -3.05], [3.12, -0.98, -1.85], [0.79, -2.89, -0.84], [1.67, -1.68, 0.02], [2.56, -2.35, -3.86], [1.32, -3.29, -3.12], [-4.83, 6.45, -5.93], [-4.64, 6.40, -4.57], [-5.46, 7.22, -3.84], [-3.81, 5.69, -4.05], [-5.51, 7.04, -6.37], [-4.23, 5.88, -6.49], [-5.35, 7.20, -2.84], [-6.15, 7.82, -4.24], [-7.55, -3.85, 6.16], [-6.78, -3.51, 5.08], [-5.72, -2.69, 5.34], [-7.03, -3.91, 3.95], [-7.36, -3.54, 7.09], [-8.33, -4.45, 5.99], [-5.16, -2.43, 4.55], [-5.48, -2.34, 6.25], [4.48, -7.03, -3.92], [3.61, -5.99, -3.73], [3.91, -5.14, -2.71], [2.62, -5.83, -4.42], [5.30, -7.17, -3.37], [4.28, -7.66, -4.67], [3.27, -4.37, -2.58], [4.71, -5.23, -2.11], [6.41, 1.83, 2.01], [7.14, 2.12, 0.89], [6.83, 1.39, -0.21], [8.01, 2.98, 0.90], [5.69, 1.13, 2.04], [6.60, 2.36, 2.84], [7.38, 1.56, -1.04], [6.12, 0.69, -0.23], [11.18, -0.11, -1.33], [10.28, 0.91, -1.19], [10.53, 1.78, -0.17], [9.32, 1.03, -1.94], [11.97, -0.24, -0.74], [11.01, -0.76, -2.08], [9.86, 2.52, -0.01], [11.31, 1.68, 0.45]]}